Record 1
ORCA calculation (ωB97M-V/def2-TZVPD) on a 10-piece molecular cluster, C5H33N2O10 overall.

Atoms and positions in Å:
H  -0.61262  -0.43570  -1.54322
H  1.69665  -1.87629  -2.71092
H  0.36499  -0.33606  3.58431
H  1.25461  3.37124  -1.24144
O  2.13415  3.03233  -1.49998
H  1.45196  -0.70387  4.68817
C  -2.05364  -2.20583  0.69770
H  -1.82706  -3.06712  0.07603
H  2.48377  3.44790  -2.28996
H  -2.59906  3.66141  -1.96832
C  -1.84216  0.25808  0.42615
O  3.21904  -2.07328  -1.36160
N  1.47046  -1.06594  0.57977
C  -0.43928  -1.33417  -0.95578
H  0.32951  4.73177  0.18484
H  1.08056  -2.77013  -0.39539
H  -3.12796  -2.01667  0.58466
O  -1.69533  -0.65787  3.95807
H  2.06735  2.08141  1.71966
H  1.61748  -0.03962  0.45975
H  3.68674  -2.58164  -2.02576
H  0.39605  2.01585  -4.52662
H  -1.88225  -2.38455  1.75540
H  -1.80576  -1.47588  4.45634
O  0.21545  3.77904  0.26154
O  1.28874  -0.55820  3.75379
H  -3.42950  0.51007  -3.16745
O  0.75841  1.26713  -4.05432
H  2.21722  -0.36170  -1.92048
H  -2.08649  2.26728  -2.12255
H  -0.45090  3.51095  -0.39351
H  -2.04601  0.03220  4.53060
O  0.56036  -2.99953  2.62822
C  0.99731  -1.72026  -0.69887
C  2.02847  -1.42865  -1.76995
H  -2.91034  0.04977  0.55455
H  0.90524  1.40222  -3.11754
H  0.77435  -1.24867  1.30365
O  2.08685  1.52064  0.93994
H  -1.49888  0.71207  1.35597
H  2.38930  -1.45753  0.77560
H  0.92042  -2.34788  3.26157
H  -2.58365  -0.32297  -2.17443
N  -1.20115  -1.06038  0.30304
O  -2.72320  0.56282  -2.51559
O  -1.84231  3.12095  -1.70877
H  0.97856  -3.80149  2.96705
H  2.04822  2.17412  0.21666
H  -0.94459  -2.15472  -1.48058
H  -1.82010  0.97737  -0.37999

Atomic forces in eV per Å
0.9 0.1 -0.5
-0.2 0.3 0.0
-0.3 0.0 0.7
0.7 0.3 -0.3
-0.2 -0.6 0.2
-0.4 0.3 0.2
0.1 0.8 0.3
0.2 -0.2 0.3
-0.2 0.2 0.0
0.2 0.3 0.3
-0.9 -0.9 1.2
0.4 0.2 1.0
0.3 0.4 -1.3
-1.9 0.7 0.7
-0.2 0.0 0.0
-0.3 -0.1 -0.6
0.1 0.3 -0.2
0.2 0.0 0.0
-0.1 -0.2 0.3
-0.2 -0.1 0.6
-0.3 0.2 -0.4
0.0 0.4 0.6
0.0 -0.5 0.0
0.0 0.0 -0.1
0.1 -0.2 -0.2
0.6 -0.2 -0.7
0.0 -0.2 0.0
0.2 -1.2 -0.5
-0.2 0.0 0.1
0.4 0.0 0.3
-0.5 0.3 0.2
-0.1 0.0 0.0
0.5 -0.1 0.6
0.6 0.0 1.3
0.0 -1.0 -0.8
-0.1 0.3 0.1
-0.2 0.9 0.0
0.1 -0.1 0.1
0.1 0.6 -0.4
0.0 0.3 -0.1
-0.1 -0.1 0.4
-0.2 0.3 -0.4
-0.1 -0.1 -0.1
0.5 -0.8 -1.3
-0.1 0.2 -0.2
-0.4 -0.3 -0.5
-0.2 -0.3 -0.4
0.2 -0.2 0.0
0.3 0.1 -0.2
0.8 -0.2 -0.4

* net charge: +1
* DFT total energy: -29170.264 eV
* ΔE to the lowest compared entry with this formula, charge and spin: 229.1 kJ/mol
* HOMO: -0.4223 Eh



Record 2
ORCA calculation (ωB97M-V/def2-TZVPD) on C28H42AsCa2F9O20 as an isolated structure.

Atoms and positions in Å:
C  -4.77330  -7.86281  -0.38349
O  -4.39454  4.04321  4.39543
H  6.08571  -4.51277  -7.80970
C  3.59023  3.60568  7.88948
F  0.19579  -0.79795  2.77358
C  -5.01223  -6.94139  0.81209
C  0.98857  7.36556  0.19691
C  3.02228  1.43405  7.37905
H  2.15533  0.49593  -4.53810
O  2.68009  2.70315  7.22093
H  6.67678  2.40412  8.34221
H  -2.08404  5.89028  7.70569
O  4.39151  -5.05950  -4.95618
H  -4.28163  -4.02239  -8.05009
H  -5.68366  -8.45573  -0.47168
H  -2.83419  2.70794  4.95375
C  -4.85945  -3.84630  -7.14277
H  -0.15740  2.05325  -5.60351
H  -4.00401  -5.97649  3.22675
H  -4.09452  3.09004  6.14164
F  1.07361  0.39926  -0.44364
H  -5.27363  -4.77817  -6.75785
O  -3.20830  -3.53711  -5.37936
C  2.59456  6.35164  1.96803
H  5.56662  -2.40925  -5.81139
H  6.45612  -2.82028  -4.40114
C  -3.46718  3.50147  5.35091
C  2.64716  6.81479  -1.29682
H  -6.09853  -3.02741  -5.21108
H  -5.42030  -7.49759  1.65602
F  2.28640  -0.47291  1.45739
C  1.76615  0.99701  -5.42441
C  0.99061  -0.38331  -7.06642
H  -3.66430  5.16387  7.65432
O  -2.33409  -5.15826  2.38965
H  4.71420  -3.55087  -7.52856
H  0.00558  7.14535  -0.21944
H  -5.74635  -3.30188  -7.46700
H  -3.91365  -8.51506  -0.22958
H  -0.31860  0.50347  -4.78631
H  -5.70214  -6.19472  0.41886
O  -3.26696  5.80035  5.21636
O  1.75865  7.72990  -0.95299
O  -3.71430  -6.36943  1.24716
Ca  0.00177  -5.81824  0.09769
H  1.97384  6.10300  2.82884
C  3.86633  -4.19374  -4.02931
C  4.36613  2.59971  8.77129
C  -5.14320  -2.59507  -4.91357
C  5.52520  -4.51756  -5.62685
O  3.40690  6.92923  -2.24478
H  -2.31308  4.15330  7.96994
H  2.07737  3.09834  -6.33910
As  0.60946  -0.26977  1.13552
F  -5.94333  -4.46787  2.69023
Ca  0.39311  -3.31446  5.55595
H  3.34269  2.48596  -5.28682
H  1.14082  5.36237  0.71369
C  0.21092  1.02759  -5.58193
H  4.48420  -5.17881  -7.41504
C  5.57941  -3.11284  -4.97898
H  3.08046  7.32141  1.86058
F  -5.12560  -3.85695  0.92150
H  6.41648  -5.14452  -5.65181
C  5.93678  2.99941  8.87712
H  3.14167  4.40061  8.48528
C  -2.63627  4.72755  5.82723
H  -3.89122  -2.04566  -6.61334
C  -4.77242  -4.19150  2.16508
H  1.62473  3.00296  -4.78551
F  -4.31161  -3.14018  2.91325
F  -1.14282  0.02024  0.88861
C  -2.62463  5.00638  7.36722
O  4.16611  1.36700  8.11008
H  4.29325  4.04582  7.18227
O  -2.59770  -4.07333  -3.23590
H  1.06351  8.10309  0.99600
H  3.38763  5.61255  2.08157
O  2.16392  0.09052  -6.47659
O  -4.88398  6.21556  3.62507
O  2.21858  0.51105  7.12424
F  0.41030  -1.96286  0.41262
C  2.26964  2.46020  -5.47660
O  -0.10259  0.32624  -6.70581
O  -4.76829  -3.39216  -3.81649
C  1.84943  6.18904  0.66297
H  6.23211  4.03319  8.69767
H  -4.64825  -7.50697  -1.40616
C  -4.30731  5.44166  4.38169
O  2.74516  5.84591  -0.27722
O  0.92232  -1.25679  -7.91457
H  -5.19093  -1.57385  -4.53550
C  -4.25906  -2.91465  -6.06776
H  3.82740  2.54221  9.71710
H  6.17610  2.74412  9.90942
C  5.22832  -4.43070  -7.14168
O  2.94396  -4.42678  -3.27589
O  4.41917  -2.97487  -4.25823
H  -1.62909  4.55400  5.44836
C  -3.46256  -3.67779  -4.00041
F  0.64261  1.42792  1.83962
C  -3.72254  -5.41895  2.33342

Atomic forces in eV per Å
0.0 -0.8 0.2
0.1 1.5 -0.2
0.3 -0.3 0.4
1.4 -1.1 0.1
0.3 -1.3 0.4
1.3 0.4 -0.9
1.7 -0.3 -0.5
-2.2 -1.1 1.5
-0.4 0.4 0.3
-0.7 1.0 -0.5
-0.7 -0.4 -0.6
0.2 -0.1 -0.5
-0.5 -0.8 1.7
0.4 0.1 0.4
0.1 -0.4 0.1
-0.2 0.2 -0.5
-1.0 0.7 0.4
0.0 -0.1 -0.3
-0.5 0.3 0.4
0.2 -0.1 0.2
-0.8 -1.0 1.3
0.4 -0.1 0.2
2.0 -0.6 2.2
0.1 -0.3 -0.2
-0.2 0.2 0.2
0.0 -0.6 0.4
-0.7 0.6 0.8
3.2 0.0 -0.8
-0.6 0.9 0.4
-0.2 0.0 -0.1
-0.2 -0.8 0.4
-0.6 0.9 -0.5
0.6 -1.3 -2.8
-0.1 0.1 0.0
-0.1 1.1 0.3
0.0 0.6 0.7
-0.1 -0.1 0.8
-0.2 0.1 -0.3
-0.1 -0.3 0.3
0.2 0.3 0.6
0.0 0.4 0.7
-1.2 1.2 -1.2
-0.5 1.2 -0.5
-2.1 0.2 -0.7
-2.0 1.1 0.2
-0.2 1.1 0.1
-0.6 0.2 -1.5
1.8 2.2 -0.8
-3.1 0.1 -0.3
-0.3 1.3 -1.8
-2.0 -0.9 2.0
0.3 -0.1 -0.2
0.0 -0.9 -0.8
-1.7 3.9 -1.6
-1.0 -1.2 1.4
-0.5 1.0 -0.6
-0.2 0.4 0.4
0.0 -0.4 0.5
0.2 0.7 2.8
0.4 -0.6 0.1
2.1 0.6 -2.1
-0.1 0.2 1.0
1.6 0.6 -0.3
-0.1 -0.1 1.4
-1.2 -1.2 1.4
-0.6 -0.4 -0.3
0.2 -1.2 1.5
0.2 0.2 0.4
0.9 -0.2 0.3
0.7 -0.1 0.9
0.2 -0.3 -1.1
1.8 -0.9 -0.1
-0.8 -0.6 -0.5
-0.6 -1.5 -1.1
-0.4 0.0 -0.3
-2.1 0.7 -0.9
-0.6 0.5 -0.5
0.1 -0.1 -0.6
-2.0 -0.3 -0.8
1.3 -2.7 2.8
2.9 1.7 0.0
0.4 1.1 1.2
0.1 -0.6 -0.2
0.9 -1.1 -1.6
2.2 -0.6 1.2
-3.0 -2.3 3.0
-0.8 0.1 0.0
0.0 1.1 0.3
0.6 0.6 -2.1
1.3 1.2 -4.4
0.7 1.6 2.1
-0.1 0.1 -0.6
0.7 -0.7 -1.2
0.6 -0.1 0.4
0.2 0.4 0.2
-1.1 0.1 -0.6
1.5 0.1 -0.7
-1.6 -0.7 2.0
0.2 0.6 -0.1
1.4 -0.8 -1.7
0.3 -2.2 -0.7
2.4 -1.0 -1.5

* net charge: +2
* DFT total energy: -192819.531 eV
* ΔE to the lowest compared entry with this formula, charge and spin: 1631.7 kJ/mol
* HOMO: -0.4684 Eh